1.
The following is a quantum chemistry calculation of a 2-piece molecular cluster, C33H36O2 overall, from the OMol25 dataset.

Relative energy (zero: lowest compared OMol25 entry of this formula, charge and spin) (kcal per mole): 4.49
Gap between HOMO and LUMO (eV): 1.3

Structure (ORCA input):
```
! RIJCOSX wB97M-V def2-TZVPD def2/J DEFGRID3
* xyz 0 1
C -4.2510 -3.1356 -1.6659
C -3.0517 -2.1834 -1.6443
C -3.1342 -1.3123 -2.8965
C -3.2012 -1.3075 -0.4042
C -1.6897 -2.9301 -1.5970
C -0.4246 -2.1878 -1.4287
O -0.4387 -0.9628 -1.1099
C 0.8504 -2.9169 -1.5908
C 2.2061 -2.1596 -1.6329
C 3.4081 -3.1053 -1.6537
C 2.3466 -1.2767 -0.3955
C 2.2907 -1.2870 -2.8826
C 0.8046 -4.2927 -1.6532
C -0.4080 -4.9904 -1.6627
C -1.6274 -4.3055 -1.6595
H -4.2698 -3.7727 -0.7751
H -5.1812 -2.5489 -1.6679
H -4.2638 -3.7660 -2.5616
H -2.3268 -0.5753 -2.9033
H -3.0661 -1.9348 -3.7965
H -4.0950 -0.7826 -2.9245
H -2.4104 -0.5531 -0.3938
H -4.1817 -0.8143 -0.3931
H -3.1146 -1.9301 0.4938
H 3.4227 -3.7340 -2.5495
H 4.3318 -2.5108 -1.6557
H 3.4295 -3.7431 -0.7643
H 1.5405 -0.5399 -0.3819
H 2.2826 -1.8974 0.5049
H 3.3166 -0.7647 -0.4014
H 1.4831 -0.5513 -2.8927
H 3.2492 -0.7535 -2.8968
H 2.2317 -1.9052 -3.7859
H 1.7387 -4.8592 -1.6978
H -0.4017 -6.0857 -1.6900
H -2.5554 -4.8804 -1.7091
C 5.2286 0.1577 3.3104
C 5.0210 1.5022 2.9852
C 3.9101 2.1809 3.4826
C 3.0404 1.4944 4.3304
O 1.8685 2.1241 4.7829
C 0.8714 2.3066 3.8227
C -0.1421 1.3437 3.7309
C -1.0496 1.4268 2.6992
C -1.0261 2.5016 1.7584
C -1.9272 2.4131 0.6671
C -2.1794 3.3570 -0.3656
C -3.4624 3.3256 -1.0023
C -3.7915 4.2223 -2.0081
C -2.8765 5.2158 -2.3919
C -1.6172 5.2687 -1.7760
C -1.2390 4.3181 -0.8347
C -0.1144 3.5686 2.0236
C 0.8993 3.4118 2.9595
C 3.2487 0.1616 4.6941
C 4.3304 -0.5159 4.1424
H 6.0885 -0.3737 2.9014
H 5.7110 2.0373 2.3321
H 3.6959 3.2214 3.2278
H -0.1695 0.5483 4.4706
H -1.8107 0.6566 2.5971
H -2.5955 1.5498 0.6900
H -4.1816 2.5801 -0.6612
H -4.7712 4.1694 -2.4850
H -3.1545 5.9573 -3.1469
H -0.9263 6.0737 -2.0268
H -0.2143 4.2879 -0.4623
H -0.2014 4.5064 1.4780
H 1.7039 4.1409 3.0515
H 2.5336 -0.3107 5.3676
H 4.4598 -1.5733 4.3754
*
```

Atom charges from the Mulliken analysis, given in e for atoms 1 to 5: C -2.329; C 2.723; C -1.806; C -1.533; C -0.433

---

2.
The following is a quantum chemistry calculation of C33H37AsKN5O7S as an isolated structure, from the OMol25 dataset.

Relative energy (zero: lowest compared OMol25 entry of this formula, charge and spin) (kcal per mole): 0.78
Gap between HOMO and LUMO (eV): 7.6

Structure (ORCA input):
```
! RIJCOSX wB97M-V def2-TZVPD def2/J DEFGRID3
* xyz -2 1
K 0.9410 -0.1278 -0.7769
O 0.7625 3.1111 -4.2485
C 0.8431 2.1619 -3.4551
O 0.5677 2.1466 -2.2271
C 1.3583 0.8308 -4.0878
C 1.9172 0.8035 -5.3657
C 2.3882 -0.4053 -5.8540
C 2.2976 -1.5564 -5.0842
C 1.6974 -1.4610 -3.8317
N 1.2514 -0.2907 -3.3896
C 1.6243 -2.6950 -2.8637
O 2.1509 -3.7404 -3.2891
O 1.0728 -2.4839 -1.7647
H 1.9719 1.7255 -5.9275
H 2.8419 -0.4534 -6.8397
H 2.6692 -2.5199 -5.4060
O -0.6494 1.5958 0.3848
C -0.0752 2.2451 1.5130
C 1.4726 1.9907 1.7155
O 2.0553 2.8057 2.4395
O 1.9212 0.9494 1.1810
C -0.3556 3.7446 1.4624
C -0.5977 4.3783 0.2519
C -0.8339 5.7512 0.2111
C -0.8364 6.4961 1.3751
C -0.5878 5.8668 2.5909
C -0.3442 4.5062 2.6307
C -0.8132 1.5978 2.6873
C -2.2048 1.6934 2.7175
C -2.9399 1.0804 3.7162
C -2.2904 0.3647 4.7155
C -0.9114 0.2682 4.6930
C -0.1731 0.8724 3.6799
H -0.2491 1.9030 -0.4501
H -0.5751 3.8334 -0.6835
H -1.0046 6.2215 -0.7496
H -1.0211 7.5646 1.3409
H -0.5761 6.4435 3.5085
H -0.1287 4.0175 3.5711
H -2.6990 2.2431 1.9259
H -4.0207 1.1575 3.6999
H -2.8587 -0.1298 5.4944
H -0.3929 -0.3050 5.4529
H 0.9036 0.7680 3.6710
S 2.1605 -3.0556 2.3233
C 3.2744 -2.4143 1.1977
N 3.5795 -3.0881 0.0775
C 4.4468 -2.5393 -0.9556
C 4.3548 -1.0262 -0.9564
C 4.6503 -0.4992 0.4351
N 3.8785 -1.2402 1.4307
H 2.8751 -3.7542 -0.2026
H 4.1351 -2.9879 -1.8985
H 5.4868 -2.8328 -0.7587
H 3.3673 -0.7087 -1.2590
H 5.0446 -0.5953 -1.6853
H 4.3439 0.5410 0.5439
H 5.7208 -0.5871 0.6546
H 3.4031 -0.6797 2.1236
N -1.4308 -4.3182 4.3111
C -1.9998 -3.6414 3.2290
C -1.3022 -2.6388 2.5695
C -1.8983 -1.9959 1.4958
N -3.1199 -2.2537 1.0392
C -3.7864 -3.1959 1.7021
C -3.2930 -3.9102 2.7807
H -0.4193 -4.2939 4.2851
H -1.7530 -5.2718 4.3967
H -0.2870 -2.3680 2.8269
H -1.2676 -1.2597 1.0154
H -4.7908 -3.4104 1.3462
H -3.9159 -4.6656 3.2454
C -2.2070 0.5449 -3.9156
As -2.0020 -0.3657 -2.1817
C -2.5066 -2.1574 -2.8162
C -3.7321 0.1808 -1.4281
H -3.2051 0.3263 -4.3026
H -1.4469 0.1811 -4.6051
H -2.0701 1.6170 -3.7832
H -3.4100 -2.1144 -3.4282
H -2.6660 -2.7958 -1.9484
H -1.6665 -2.5451 -3.3906
H -4.5545 -0.0964 -2.0924
H -3.7131 1.2618 -1.2915
H -3.8459 -0.3153 -0.4654
*
```

Atom charges from the Mulliken analysis, given in e for atoms 1 to 5: K 0.785; O -0.835; C -0.323; O -0.572; C 0.081

---

3.
The following is a quantum chemistry calculation of C33H37BF3N9O2SV as an isolated structure, from the OMol25 dataset.

Relative energy (zero: lowest compared OMol25 entry of this formula, charge and spin) (kcal per mole): 16.65
Gap between HOMO and LUMO (alpha / beta) (eV): 4.8 / 6.1

Structure (ORCA input):
```
! RIJCOSX wB97M-V def2-TZVPD def2/J DEFGRID3
* xyz -2 4
V -0.5142 -0.7796 0.4012
C -2.2365 -3.1520 3.4759
C -1.2827 -2.8068 2.3698
O -1.3591 -1.6003 1.9794
C -0.4254 -3.7739 1.8346
C 0.5668 -3.5269 0.8353
C 1.4867 -4.6484 0.4424
N 0.7076 -2.3472 0.2798
N 1.7780 -2.2237 -0.6454
C 1.6560 -1.0847 -1.2702
O 0.7085 -0.2338 -1.0779
C 2.6349 -0.8076 -2.3682
C 3.8140 -1.5291 -2.4900
C 4.7043 -1.2560 -3.5249
C 4.4233 -0.2512 -4.4440
C 3.2494 0.4793 -4.3149
C 2.3573 0.2029 -3.2778
H -3.2618 -3.0563 3.1045
H -2.1208 -2.4325 4.2936
H -2.0769 -4.1640 3.8530
H -0.4752 -4.7761 2.2406
H 1.2711 -5.5371 1.0393
H 2.5328 -4.3575 0.5729
H 1.3703 -4.8842 -0.6194
H 4.0158 -2.3078 -1.7627
H 5.6242 -1.8244 -3.6080
H 5.1173 -0.0370 -5.2491
H 3.0231 1.2720 -5.0195
H 1.4450 0.7777 -3.1398
C 2.2400 -1.4972 2.9131
C 2.2816 -0.1813 2.2052
C 3.3934 0.6616 2.0253
C 2.9040 1.7816 1.3857
C 3.6837 2.9760 0.9308
N 1.5776 1.5964 1.1891
N 1.1909 0.3798 1.7097
B 0.5221 2.7239 0.8362
N -0.5963 2.7218 1.8940
N -1.3751 1.6246 2.1093
C -2.2091 1.9529 3.0694
C -3.2289 0.9569 3.5442
C -1.9728 3.2850 3.5088
C -0.9327 3.7367 2.7280
C -0.2499 5.0711 2.7415
N -0.0844 2.6422 -0.5965
N -1.1425 1.8219 -0.8671
C -1.4175 1.9893 -2.1471
C -2.5050 1.1983 -2.8101
C -0.5507 2.9464 -2.7236
C 0.2942 3.3224 -1.7010
C 1.4414 4.2811 -1.7537
H 3.0626 -1.5498 3.6287
H 1.2947 -1.6190 3.4444
H 2.3303 -2.3366 2.2244
H 4.4198 0.4734 2.3106
H 4.6648 2.9616 1.4088
H 3.8395 2.9577 -0.1500
H 3.1900 3.9156 1.1738
H 1.1034 3.7750 0.9308
H -3.0317 -0.0203 3.0895
H -3.1996 0.8599 4.6329
H -4.2444 1.2576 3.2605
H -2.4957 3.8408 4.2775
H -0.7358 5.7107 3.4833
H 0.8089 4.9882 3.0011
H -0.3033 5.5691 1.7693
H -3.2122 0.8267 -2.0655
H -3.0385 1.8103 -3.5431
H -2.0973 0.3276 -3.3349
H -0.5264 3.2967 -3.7491
H 1.3162 4.9452 -2.6109
H 1.5109 4.8881 -0.8501
H 2.3953 3.7597 -1.8758
F -6.1295 -1.7910 -2.3203
C -5.5013 -2.6199 -1.4461
F -5.8777 -3.8931 -1.8146
F -6.0408 -2.4124 -0.2517
C -4.0001 -2.4930 -1.5427
C -3.4340 -3.2436 -2.5432
C -2.0664 -3.2195 -2.7531
C -1.3140 -2.4565 -1.8853
N -1.8137 -1.7034 -0.9044
C -3.1991 -1.6024 -0.7428
S -3.7837 -0.4102 0.3165
H -4.0688 -3.8646 -3.1636
H -1.5857 -3.8013 -3.5305
H -0.2346 -2.4527 -1.9762
*
```

Atom charges from the Mulliken analysis, given in e for atoms 1 to 5: V 0.000; C -1.775; C 0.945; O -0.203; C -1.762

---

4.
The following is a quantum chemistry calculation of C33H37BN4O2RuS5 as an isolated structure, from the OMol25 dataset.

Relative energy (zero: lowest compared OMol25 entry of this formula, charge and spin) (kcal per mole): 5.77
Gap between HOMO and LUMO (alpha / beta) (eV): 4.5 / 6.1

Structure (ORCA input):
```
! RIJCOSX wB97M-V def2-TZVPD def2/J DEFGRID3
* xyz -1 6
Ru 1.1304 -0.1349 0.8082
S -2.7541 0.6601 3.9953
C -1.6361 0.1012 2.8547
S -0.8788 1.0459 1.6784
S -1.5217 -1.5594 3.0949
C 0.9263 4.3148 2.6593
N 1.1139 3.1676 3.5112
C 0.5467 2.9733 4.7388
C 0.7491 1.6987 5.1131
N 1.4357 1.0500 4.0703
C 1.6963 1.9891 3.0814
S 2.4072 1.7875 1.5487
C 1.6578 -0.3078 4.0350
C 1.7335 -1.0327 5.2457
C 1.9606 -2.3786 5.2049
C 2.1348 -3.0140 3.9631
C 2.0509 -2.2429 2.8315
N 1.7925 -0.9241 2.8374
H 0.4217 5.0898 3.2334
H 0.3149 4.0438 1.7962
H 1.8851 4.6917 2.3025
H 0.0135 3.7569 5.2476
H 0.3697 1.1638 5.9614
H 1.6416 -0.5172 6.1905
H 2.0261 -2.9415 6.1276
H 2.3299 -4.0733 3.8836
H 2.1799 -2.6793 1.8479
C -4.4786 0.1061 0.2652
C -4.6635 -0.9822 -0.7929
C -5.2515 -0.3341 -2.0542
C -5.6543 -2.0181 -0.2442
C -3.3472 -1.6757 -1.1468
C -3.3391 -2.7032 -2.0980
C -2.1565 -3.3419 -2.4445
C -0.9772 -2.9536 -1.8386
S 0.6366 -3.5869 -2.1188
C 1.2761 -2.3952 -1.0096
N 0.2921 -1.6571 -0.3606
C -0.9548 -1.9327 -0.8750
C -2.1554 -1.3007 -0.5454
C 2.6236 -2.0940 -0.7944
C 3.7028 -2.8107 -1.3612
C 5.0015 -2.4524 -1.0585
C 5.2509 -1.3904 -0.1941
C 4.1839 -0.6675 0.3563
C 2.8700 -0.9822 0.0691
H -5.4441 0.5717 0.4786
H -3.7945 0.8879 -0.0709
H -4.0905 -0.2988 1.2021
H -6.1956 0.1654 -1.8189
H -5.4429 -1.0733 -2.8339
H -4.5605 0.4095 -2.4572
H -6.6015 -1.5358 0.0127
H -5.2529 -2.4880 0.6557
H -5.8599 -2.8037 -0.9732
H -4.2603 -3.0102 -2.5781
H -2.1572 -4.1321 -3.1860
H -2.1256 -0.5001 0.1736
H 3.5058 -3.6430 -2.0289
H 5.8270 -3.0055 -1.4924
H 6.2697 -1.1160 0.0526
H 4.4035 0.1586 1.0208
C -0.0437 0.2680 -3.6229
C 0.1187 1.5899 -2.8792
C -0.9040 2.6008 -3.3609
O -0.1180 1.3132 -1.4839
B 1.1083 0.9805 -0.9301
O 2.1490 1.3517 -1.7535
C 1.5877 2.0976 -2.8547
C 1.6983 3.5743 -2.4958
C 2.3873 1.7879 -4.1057
H -1.0350 -0.1337 -3.4046
H 0.6932 -0.4646 -3.2847
H 0.0567 0.3962 -4.7025
H -1.8966 2.1496 -3.3307
H -0.6952 2.9013 -4.3907
H -0.9121 3.4871 -2.7285
H 1.1212 3.7950 -1.5963
H 1.3499 4.2143 -3.3086
H 2.7448 3.8032 -2.2916
H 2.4564 0.7136 -4.2660
H 3.3989 2.1817 -3.9991
H 1.9274 2.2503 -4.9829
*
```

Atom charges from the Mulliken analysis, given in e for atoms 1 to 5: Ru 0.422; S -0.220; C 0.334; S -0.294; S -0.187

---

5.
The following is a quantum chemistry calculation of C33H37BrFN7O2ReSSi as an isolated structure, from the OMol25 dataset.

Relative energy (zero: lowest compared OMol25 entry of this formula, charge and spin) (kcal per mole): 39.00
Gap between HOMO and LUMO (alpha / beta) (eV): 6.6 / 5.6

Structure (ORCA input):
```
! RIJCOSX wB97M-V def2-TZVPD def2/J DEFGRID3
* xyz 2 4
Re -0.5984 0.3784 1.4386
C 2.3417 -4.1454 3.8913
C 1.2051 -3.6428 4.7781
N 0.9878 -2.2108 4.6488
C 0.2611 -1.6388 3.7073
S -0.0205 0.1085 3.7958
N -0.3382 -2.3104 2.7673
N -1.1014 -1.5945 1.9493
C -2.2436 -2.0994 1.5421
C -2.6872 -3.4708 1.9035
C -3.1036 -1.1709 0.8533
C -4.2719 -1.5391 0.1810
C -5.0576 -0.5591 -0.3935
C -4.6827 0.7699 -0.2302
C -3.5204 1.0565 0.4617
N -2.7154 0.1249 0.9659
H 2.6128 -5.1546 4.1891
H 3.2224 -3.5133 3.9886
H 2.0300 -4.1770 2.8505
H 1.4324 -3.8441 5.8261
H 0.2802 -4.1596 4.5111
H 1.4155 -1.6012 5.3312
H -2.0628 -3.8589 2.7042
H -2.6059 -4.1395 1.0465
H -3.7265 -3.4636 2.2276
H -4.5427 -2.5798 0.1079
H -5.9455 -0.8160 -0.9480
H -5.2796 1.5761 -0.6225
H -3.2227 2.0803 0.6130
C -1.5566 3.8584 1.7732
O -1.1026 2.8743 0.8493
C -0.9017 3.2814 -0.4401
C -0.8797 4.5979 -0.8619
C -0.7276 4.8749 -2.2187
Br -0.6278 6.6907 -2.7763
C -0.6478 3.8630 -3.1566
C -0.6667 2.5313 -2.7423
C -0.7610 2.2341 -1.3701
O -0.7725 0.9606 -0.9198
C -0.6454 1.4252 -3.6731
N -0.6743 0.1725 -3.2426
C -0.6963 -0.6294 -4.3500
C -0.7243 -2.0172 -4.4768
C -0.7303 -2.5277 -5.7551
C -0.7175 -1.7027 -6.8870
C -0.6899 -0.3273 -6.7814
C -0.6797 0.1989 -5.4987
N -0.6485 1.4877 -5.0273
H -0.7692 4.5807 1.9915
H -1.8155 3.3214 2.6832
H -2.4357 4.3734 1.3795
H -0.9848 5.4150 -0.1665
H -0.5875 4.1136 -4.2026
H -0.7421 0.3512 -1.8061
H -0.7407 -2.6540 -3.6077
H -0.7354 -3.5959 -5.8938
H -0.7253 -2.1617 -7.8632
H -0.6650 0.3041 -7.6542
H -0.6159 2.3118 -5.6029
C 3.1770 -2.0512 0.8227
Si 2.0597 -0.7891 -0.0767
C 0.6623 -1.8960 -0.7702
C 2.7879 0.2604 -1.4912
N 1.4622 0.4024 1.1387
C 2.3558 1.1916 1.7878
C 3.7651 1.0784 1.6833
C 4.6213 1.8122 2.4732
C 4.1438 2.7188 3.4127
C 2.7775 2.9462 3.4791
C 1.9399 2.2228 2.6670
F 0.6117 2.5414 2.6792
H 3.5389 -2.7812 0.1058
H 2.6016 -2.5851 1.5741
H 4.0421 -1.6321 1.3208
H 1.1384 -2.7871 -1.1672
H 0.1135 -1.4451 -1.5896
H -0.0484 -2.2315 -0.0232
H 2.9612 -0.3502 -2.3700
H 3.7321 0.7215 -1.2214
H 2.1080 1.0611 -1.7737
H 4.1845 0.3856 0.9780
H 5.6848 1.6643 2.3661
H 4.8265 3.2523 4.0540
H 2.3565 3.6774 4.1494
*
```

Atom charges from the Mulliken analysis, given in e for atoms 1 to 5: Re 0.639; C -1.054; C -0.348; N -0.115; C 0.526

---

6.
The following is a quantum chemistry calculation of C33H37BrINO4Si2Sr as an isolated structure, from the OMol25 dataset.

Relative energy (zero: lowest compared OMol25 entry of this formula, charge and spin) (kcal per mole): 9.71
Gap between HOMO and LUMO (eV): 3.5

Structure (ORCA input):
```
! RIJCOSX wB97M-V def2-TZVPD def2/J DEFGRID3
* xyz -2 1
Sr 0.2764 0.0199 -0.4735
C 1.2809 -4.4778 -1.3783
C 0.5660 -4.5583 -0.0332
C -0.8951 -4.1342 -0.2035
C 1.2591 -3.7584 1.0654
C 0.6097 -3.5102 2.2796
C 1.2177 -2.7878 3.2893
C 2.5002 -2.2643 3.1331
C 3.1231 -1.4119 4.2036
C 3.1473 -2.5062 1.9348
C 2.5428 -3.2472 0.9238
H 0.7206 -5.0483 -2.1227
H 2.2911 -4.8928 -1.3379
H 1.3462 -3.4507 -1.7453
H 0.5799 -5.6096 0.2818
H -0.9886 -3.0663 -0.4160
H -1.4994 -4.3305 0.6824
H -1.3487 -4.6753 -1.0375
H -0.4017 -3.8659 2.4298
H 0.6657 -2.5824 4.2003
H 2.4877 -0.5526 4.4266
H 4.0917 -1.0259 3.8841
H 3.2668 -1.9699 5.1328
H 4.1248 -2.0699 1.7579
H 3.0802 -3.3729 -0.0073
C -3.8210 -0.7729 2.0099
Si -2.8422 -0.2061 0.4541
C -3.9472 -1.0233 -0.9236
C -3.5242 1.6422 0.2992
C -4.9230 1.7852 0.2557
C -5.5636 3.0053 0.1080
C -4.7978 4.1607 -0.0004
C -3.4178 4.0536 0.0476
C -2.7444 2.8290 0.1936
Si -0.7986 2.8349 0.2294
C -0.4296 4.0550 -1.2575
C -0.4354 4.1139 1.6313
H -4.8806 -0.4889 1.9768
H -3.3862 -0.3433 2.9191
H -3.7604 -1.8645 2.1026
H -5.0280 -0.9191 -0.7595
H -3.7182 -2.0942 -0.9982
H -3.7117 -0.5717 -1.8936
H -5.5426 0.8956 0.3361
H -6.6485 3.0559 0.0743
H -5.2720 5.1305 -0.1237
H -2.8264 4.9625 -0.0363
H -0.8766 5.0543 -1.1572
H -0.7783 3.6276 -2.2045
H 0.6567 4.1848 -1.3384
H -1.0016 5.0469 1.5103
H 0.6324 4.3662 1.6145
H -0.6638 3.7086 2.6245
I 6.3031 4.5431 4.3376
C 5.0552 3.3316 3.2233
C 5.5237 2.8087 2.0269
C 4.6803 1.9819 1.2896
C 3.4151 1.6709 1.7591
C 2.9586 2.2125 2.9504
C 3.7785 3.0568 3.6924
C 2.5137 0.7507 0.9547
O 2.7763 0.5799 -0.2687
O 1.5601 0.2291 1.5762
H 6.5164 3.0493 1.6721
H 4.9868 1.5683 0.3375
H 1.9516 1.9776 3.2704
H 3.4220 3.5001 4.6121
Br 1.5008 -2.5207 -7.7977
C 0.2548 -1.5924 -6.7279
C -0.8774 -1.0375 -7.3084
N -1.7914 -0.3769 -6.6116
C -1.6025 -0.2305 -5.2991
C -0.4989 -0.7599 -4.6374
C 0.4424 -1.4587 -5.3630
C -0.3170 -0.5841 -3.1337
O -0.9313 0.3429 -2.5780
O 0.4688 -1.4115 -2.5812
H -1.0347 -1.1427 -8.3775
H -2.3409 0.3226 -4.7324
H 1.2923 -1.8900 -4.8500
*
```

Atom charges from the Mulliken analysis, given in e for atoms 1 to 5: Sr 0.909; C -1.832; C 1.089; C -1.277; C 0.077

---

Look up the relative energy (zero: lowest compared OMol25 entry of this formula, charge and spin) of the sixth one.
9.71 kcal per mole